*a*
C13H19N | ωB97M-V/def2-TZVPD

Each line ends with the Löwdin charge.
Positions of all 33 atoms, in Å:
C1 -0.47802 -0.21345 1.15464  -0.06
C2 -0.03307 2.34105 -2.21136  0.00
C3 1.88658 -0.44601 0.54688  -0.11
C4 2.64047 -0.53709 -0.49157  -0.17
C5 -1.30499 -0.59179 -0.03826  -0.23
C6 0.31067 2.03461 -1.00665  -0.19
C7 0.87642 0.55201 0.95527  -0.48
C8 -4.03288 -0.59863 -0.43178  -0.08
C9 -3.68080 0.12185 0.83982  -0.13
C10 -2.60635 -0.39637 -0.00615  -0.19
C11 3.65063 -1.59249 -0.64952  -0.08
C12 -0.63040 -1.25943 -1.16213  -0.02
C13 1.31265 1.20297 2.24051  -0.05
N1 0.72004 1.73028 0.07845  0.18
H1 -0.28397 -1.02344 1.70911  0.08
H2 -0.98970 0.59309 1.80911  0.15
H3 -0.98912 2.65849 -2.54438  0.04
H4 0.73364 2.52075 -2.93136  0.05
H5 2.04490 -1.30638 1.16323  0.12
H6 2.45682 0.24836 -1.15873  0.10
H7 -4.46878 -1.69420 -0.42435  0.14
H8 -4.39621 -0.06937 -1.29311  0.08
H9 -3.71097 1.20908 0.88630  0.11
H10 -3.85245 -0.11301 1.82065  0.07
H11 3.53693 -2.15263 -1.52109  0.05
H12 4.56790 -1.01121 -0.92627  0.10
H13 3.80183 -2.26492 0.16691  0.08
H14 -1.30708 -1.93039 -1.62549  0.09
H15 -0.14203 -0.58252 -1.79261  0.06
H16 0.26529 -1.69553 -0.88811  0.04
H17 1.57050 0.47807 3.02014  0.10
H18 2.02501 1.96972 2.08414  0.08
H19 0.50656 1.81853 2.62775  0.08

Output
LUMO level = 0.9 eV
SMILES string = C=C=N[C@](C)(/C=C/C)CC(C)=C1CC1
HOMO level = -8.251 eV

*b*
C13H19N | ωB97M-V/def2-TZVPD

Each line ends with the Löwdin charge.
Positions of all 33 atoms, in Å:
C1 -3.49490 1.09330 -0.46994  -0.38
C2 -4.56990 2.14597 -1.11432  -0.08
C3 -2.52832 1.94631 0.28385  -0.15
C4 -4.22485 0.25192 0.73246  -0.08
H1 -3.21504 0.29928 -1.27313  0.14
H2 -4.99237 2.68167 -0.33771  0.03
H3 -3.09798 2.58472 0.89205  0.06
H4 -1.83373 1.38274 0.97490  0.09
H5 -1.85341 2.52163 -0.37041  0.08
H6 -3.64328 0.12340 1.65605  0.07
H7 -5.16158 0.70350 0.89200  0.04
H8 -4.59877 -0.69619 0.48401  0.04
H9 -5.29948 1.64389 -1.78451  0.07
H10 -4.16657 2.82382 -1.86732  0.06
C5 4.83987 0.57685 0.68053  -0.09
C6 2.14749 -1.42583 -0.85382  -0.18
C7 2.91969 -1.02566 0.36397  -0.11
C8 3.95685 -0.17344 -0.15948  -0.31
C9 3.71912 0.04353 -1.48280  -0.05
C10 1.05476 -2.31294 -0.75400  -0.05
C11 0.74616 -2.76382 0.50199  -0.12
C12 1.53449 -2.43152 1.64221  -0.09
C13 2.61164 -1.53840 1.61774  -0.02
N1 2.64008 -0.74823 -1.94776  0.06
H11 0.47338 -2.77051 -1.56345  0.11
H12 -0.11480 -3.48278 0.72533  0.12
H13 2.10801 -0.57294 -2.80809  0.16
H14 1.13558 -2.75989 2.54002  0.07
H15 4.23310 0.65008 -2.21719  0.12
H16 3.25491 -1.38392 2.42779  0.09
H17 5.16611 1.57147 0.09486  0.11
H18 5.85893 0.12396 0.75634  0.08
H19 4.39481 0.91806 1.73787  0.13

Output
LUMO level = 0.8 eV
SMILES string = Cc1c[nH]c2ccccc12.CC(C)C
HOMO level = -7.909 eV

Q: Which of them is the most stable? A: *b*.

*a*
C5H15NO2 | ωB97M-V/def2-TZVPD

Each line ends with the Löwdin charge.
Positions of all 23 atoms, in Å:
C1 0.97665 0.00039 -2.58896  -0.12
N1 0.42958 0.43278 -1.28115  -0.11
C2 -0.65057 -0.40542 -0.79118  -0.35
C3 -1.51148 0.51315 0.26665  -0.38
C4 -1.92932 1.99293 -0.02916  -0.06
O1 -0.64506 0.68691 1.35515  -0.14
C5 -0.20769 -1.83111 -0.18708  -0.04
H1 0.73648 -1.02567 -2.80332  0.05
H2 2.09149 0.23824 -2.66584  0.10
H3 0.49441 0.46440 -3.45134  0.07
H4 1.09897 0.52583 -0.54282  0.09
H5 -1.34406 -0.57197 -1.68233  0.14
H6 -2.35220 -0.21304 0.66821  0.17
H7 -1.54415 2.62970 0.86115  0.10
H8 -3.00551 2.20914 -0.23585  0.07
H9 -1.28722 2.44877 -0.79535  0.06
H10 0.12431 1.29116 0.99247  0.14
H11 0.71661 -2.13261 -0.72268  0.07
H12 -0.25012 -1.65475 0.89003  0.06
H13 -0.86785 -2.68098 -0.55625  0.08
H14 2.64894 -0.26985 3.04410  0.06
H15 2.30391 -1.76069 3.31984  0.03
O2 2.81549 -1.20526 2.72316  -0.09

Output
LUMO level = 0.7 eV
SMILES string = CN[C@@H](C)[C@H](C)O.O
HOMO level = -8.709 eV

*b*
C5H15NO2 | ωB97M-V/def2-TZVPD

Each line ends with the Löwdin charge.
Positions of all 23 atoms, in Å:
C1 0.18809 -1.12381 -1.25599  -0.31
N1 1.16395 -1.19403 -0.16393  -0.10
C2 1.31743 -0.02569 0.72483  -0.17
C3 -0.04620 0.59076 0.88863  -0.42
C4 -0.65387 0.39379 2.25877  -0.03
O1 -0.16359 2.00598 0.55881  -0.06
C5 -1.04036 -1.89622 -0.89115  -0.11
H1 0.21358 0.00134 -1.47375  0.10
H2 0.29782 -1.65829 -2.38827  0.17
H3 2.06709 -1.77664 -0.35849  0.16
H4 2.05914 0.72656 0.37623  0.12
H5 1.70601 -0.37063 1.70654  0.12
H6 -0.61032 0.34188 0.01921  0.09
H7 -1.16057 -0.59004 2.36625  0.09
H8 -1.49970 1.09252 2.34866  0.09
H9 -0.03927 0.47602 3.10000  0.05
H10 0.68630 2.36430 0.73095  0.06
H11 -1.34173 -1.63714 0.08932  0.05
H12 -1.92953 -1.82045 -1.51152  0.09
H13 -0.83739 -2.86411 -1.05338  0.03
H14 0.69355 2.20768 -2.27139  0.04
H15 -0.80401 2.39919 -1.50961  0.01
O2 -0.26642 2.35703 -2.29070  -0.07

Output
LUMO level = 0.8 eV
SMILES string = CCNC[C@@H](C)O.O
HOMO level = -8.631 eV

*c*
C5H15NO2 | ωB97M-V/def2-TZVPD

Each line ends with the Löwdin charge.
Positions of all 23 atoms, in Å:
C1 0.45417 0.58408 -2.23417  -0.15
N1 0.76627 0.12897 -0.88673  -0.09
C2 -0.37119 -0.61734 -0.38550  -0.37
C3 -1.05977 0.32015 0.69575  -0.36
C4 -1.82500 1.45512 0.04464  -0.07
O1 -0.28472 1.12986 1.58799  -0.07
C5 -0.04648 -2.12499 -0.08122  -0.03
H1 0.55742 -0.27828 -2.94519  0.09
H2 1.00558 1.49177 -2.67947  0.10
H3 -0.52514 1.02070 -2.31906  0.05
H4 1.73341 -0.20779 -0.79377  0.13
H5 -1.13787 -0.72728 -1.21818  0.14
H6 -1.61476 -0.47140 1.38327  0.18
H7 -2.51931 1.65941 0.73334  0.03
H8 -2.41529 1.31979 -0.94080  0.11
H9 -1.15110 2.26456 -0.21181  0.08
H10 0.14718 1.84478 1.10448  0.08
H11 0.76663 -2.02381 0.61446  0.07
H12 -0.80040 -2.59538 0.38582  0.02
H13 0.10317 -2.58805 -1.08338  0.10
H14 2.36429 -0.26511 2.40569  0.02
H15 2.85325 -0.95689 3.72352  -0.05
O2 2.99965 -0.36287 3.10034  0.02

Output
LUMO level = 0.9 eV
SMILES string = CN[C@@H](C)[C@H](C)O.O
HOMO level = -8.778 eV

*d*
C5H15NO2 | ωB97M-V/def2-TZVPD

Each line ends with the Löwdin charge.
Positions of all 23 atoms, in Å:
C1 -0.02386 -0.68613 -2.55452  -0.11
C2 0.06492 -1.57860 -1.26448  -0.22
C3 -0.07059 -0.94300 0.13940  -0.34
C4 0.25577 -1.67451 1.20725  -0.21
N1 0.00469 -1.33403 2.53277  0.05
C5 -0.99080 0.23661 0.14481  -0.08
H1 -1.06578 -0.72040 -2.85482  0.06
H2 0.16736 0.35713 -2.33321  0.06
H3 0.62751 -1.14781 -3.27982  0.06
H4 -0.78352 -2.24489 -1.27149  0.10
H5 1.11079 -2.02009 -1.39531  0.12
H6 0.46569 -2.72751 1.00037  0.12
H7 -0.26839 -0.38876 2.71640  0.07
H8 -0.03401 -2.06049 3.22515  0.08
H9 -0.49612 1.20470 0.37486  0.03
H10 -1.72282 0.07936 1.06775  0.12
H11 -1.48685 0.41916 -0.81495  0.07
H12 0.09727 3.62600 0.67735  0.04
H13 -1.54042 3.68848 0.62020  0.05
O1 -0.74018 3.16722 0.60155  -0.05
H14 1.46819 1.96829 0.64999  -0.01
H15 2.58570 0.92345 0.45543  0.03
O2 2.37547 1.85581 0.35532  -0.05

Output
LUMO level = 0.6 eV
SMILES string = CC/C(C)=C/N.O.O
HOMO level = -7.374 eV

Q: Which of them is the most stable? A: *d*.

*a*
C5H15NO2 | ωB97M-V/def2-TZVPD

Each line ends with the Löwdin charge.
Positions of all 23 atoms, in Å:
C1 -0.25811 0.51600 -0.79156  -0.21
N1 0.32489 0.53701 0.52651  -0.26
C2 -0.40705 1.38292 1.46674  -0.07
C3 0.55990 -0.89246 0.86578  -0.18
C4 1.08005 -1.50009 -0.44271  -0.19
C5 0.53347 -0.58221 -1.53869  -0.16
H1 -0.17690 1.47478 -1.30802  0.12
H2 -1.33330 0.26833 -0.78096  0.10
H3 -1.33896 0.92078 1.80744  0.08
H4 -0.54256 2.40003 1.13399  0.08
H5 0.17526 1.46103 2.38700  0.08
H6 -0.28717 -1.47803 1.22629  0.12
H7 1.34453 -0.91949 1.64352  0.12
H8 0.69777 -2.54148 -0.55318  0.11
H9 2.10710 -1.78377 -0.48969  0.09
H10 1.35872 -0.12888 -2.09111  0.10
H11 -0.15017 -1.05030 -2.24729  0.10
H12 2.10005 0.75246 0.40508  0.02
H13 3.49084 0.81755 -0.29613  0.03
O1 3.04933 0.41914 0.46093  -0.10
H14 -4.16619 0.73425 -0.22096  0.04
H15 -4.38984 -0.65866 -0.85277  0.04
O2 -3.77165 -0.14892 -0.31022  -0.07

Output
LUMO level = 0.6 eV
SMILES string = CN1CCCC1.O.O
HOMO level = -8.693 eV

*b*
C5H15NO2 | ωB97M-V/def2-TZVPD

Each line ends with the Löwdin charge.
Positions of all 23 atoms, in Å:
C1 -0.93356 -1.24550 0.45409  -0.33
C2 -1.38391 -0.79684 -0.90693  -0.23
C3 -0.52434 0.37738 -1.57291  -0.20
C4 1.42866 -1.21380 -1.39219  -0.01
C5 0.91032 0.00976 -1.62081  -0.21
N1 -1.02975 -0.18216 1.47359  -0.05
H1 -1.50304 -2.18522 0.78190  0.14
H2 0.11769 -1.50753 0.51586  0.06
H3 -2.40021 -0.41555 -0.85470  0.10
H4 -1.41118 -1.70876 -1.57887  0.12
H5 -1.03264 0.66273 -2.62187  0.16
H6 -0.64357 1.21453 -0.86984  0.08
H7 2.50692 -1.46984 -1.46701  0.07
H8 0.66984 -2.05137 -1.10796  0.08
H9 1.52451 0.90014 -1.82572  0.10
H10 -1.80001 -0.17619 2.24682  0.12
H11 -1.10664 0.80514 0.95873  0.09
H12 1.07607 0.16148 1.61812  0.00
H13 2.48334 0.53051 2.06983  0.00
O1 1.87395 0.63421 1.42805  0.00
H14 0.66832 1.93343 1.10687  -0.03
H15 0.46658 3.08295 1.92351  0.00
O2 0.04265 2.64050 1.24144  -0.04

Output
LUMO level = 0.8 eV
SMILES string = C=CCCCN.O.O
HOMO level = -9.084 eV

*c*
C5H15NO2 | ωB97M-V/def2-TZVPD

Each line ends with the Löwdin charge.
Positions of all 23 atoms, in Å:
C1 0.56421 0.54783 0.29181  -0.08
N1 0.57927 -1.37629 -1.13350  0.01
C2 -0.35785 -0.41268 -0.52811  -0.35
C3 -2.60551 0.17652 1.32392  0.17
C4 -2.26467 -0.67451 2.40146  -0.19
C5 -1.75112 -1.95402 2.53907  0.14
H1 1.35930 0.10605 0.81625  0.06
H2 -0.08630 1.15414 0.91563  0.05
H3 1.00090 1.11233 -0.55513  0.04
H4 0.08515 -1.87019 -1.88760  0.07
H5 -0.96655 0.20115 -1.22482  0.11
H6 -1.06159 -1.00750 0.00060  0.03
H7 -2.98570 -0.14704 0.32805  0.10
H8 -2.44464 1.23153 1.51217  0.09
H9 -2.32288 -0.12604 3.35571  0.11
H10 -1.50900 -2.24783 3.55530  0.08
H11 -1.76175 -2.73413 1.76274  0.09
H12 2.92181 0.12158 -2.68610  -0.01
H13 1.43107 -0.75403 -1.49915  0.05
O1 2.64644 0.28982 -1.75490  -0.35
H14 2.18523 1.68779 -1.86281  -0.06
H15 2.07553 3.02691 -2.64696  0.00
O2 1.91783 2.68274 -1.75988  -0.17

Output
LUMO level = -4.3 eV
HOMO level = -7.487 eV

Q: Which of them is the most stable? A: *a*.

*a*
C7H15N | ωB97M-V/def2-TZVPD

Each line ends with the Löwdin charge.
Positions of all 23 atoms, in Å:
C1 -0.70596 0.44715 0.36819  -0.54
C2 -0.45330 -0.78447 -0.33592  -0.09
C3 -0.25778 0.58511 1.80234  -0.04
C4 -2.60686 -0.34630 0.39270  -0.04
C5 1.99325 0.40214 -1.56537  -0.12
C6 1.46020 -0.62865 -0.62041  -0.26
N1 -0.74344 1.62802 -0.33593  0.11
C7 2.24861 -1.54711 -0.06196  -0.03
H1 -0.97927 2.47227 0.16390  0.10
H2 -0.99903 1.58386 -1.31253  0.10
H3 -0.45615 -1.68792 0.25904  0.09
H4 -0.77664 -0.85230 -1.36828  0.10
H5 -0.40414 -0.35259 2.33739  0.09
H6 0.80358 0.83812 1.83491  0.08
H7 -0.81740 1.37414 2.31164  0.08
H8 -3.00115 0.16543 1.27299  0.02
H9 -2.80259 -1.41069 0.53002  0.02
H10 -3.09207 0.02466 -0.51176  0.02
H11 2.02107 1.39617 -1.10622  0.07
H12 1.38009 0.45876 -2.47139  0.07
H13 3.01984 0.18611 -1.89595  0.07
H14 3.30064 -1.66878 -0.33200  0.05
H15 1.86851 -2.28314 0.64459  0.04

Output
LUMO level = 0.9 eV
HOMO level = -7.166 eV

*b*
C7H15N | ωB97M-V/def2-TZVPD

Each line ends with the Löwdin charge.
Positions of all 23 atoms, in Å:
C1 0.86835 -2.12060 -0.20429  -0.31
C2 -0.40342 -1.93498 -1.03299  -0.22
C3 -0.65852 -0.46277 -1.37272  -0.21
C4 -1.01061 0.37111 -0.13154  -0.23
C5 -0.52228 1.78953 -0.07562  -0.13
C6 0.31489 2.19928 0.86558  -0.17
C7 0.61767 3.60160 1.26841  -0.11
N1 0.90887 -3.26396 0.71637  -0.02
H1 1.73900 -2.20814 -0.86421  0.11
H2 1.13379 -1.23000 0.37233  0.10
H3 -1.25668 -2.31863 -0.46111  0.11
H4 -0.28225 -2.54094 -1.93156  0.11
H5 -1.45490 -0.44116 -2.10541  0.10
H6 0.25629 -0.07378 -1.82459  0.11
H7 -0.84124 -0.18586 0.79689  0.11
H8 -2.11165 0.42304 -0.12689  0.11
H9 -0.95252 2.41311 -0.85853  0.11
H10 0.71520 1.38748 1.47121  0.10
H11 1.52690 3.73657 1.85427  0.07
H12 0.76706 4.27348 0.41981  0.07
H13 -0.21634 3.99475 1.84769  0.07
H14 0.01877 -3.29159 1.21361  0.06
H15 0.84360 -4.11753 0.16329  0.06

Output
LUMO level = 1.2 eV
SMILES string = C/C=C/CCCCN
HOMO level = -9.134 eV

Q: Which of them is the most stable? A: *b*.